Formula: C45H103Cl8F6N7O18
Source: OMol25
Level of theory: ωB97M-V/def2-TZVPD

Element x y z (Å)
C  0.70724  8.80448  -4.14880
O  1.61304  8.43649  -5.17683
C  1.15058  8.61742  -6.50545
C  2.34349  8.29528  -7.42417
N  3.12214  7.04217  -6.97374
H  3.16241  6.93253  -5.97052
H  2.64727  6.19757  -7.25880
C  4.58985  6.87487  -7.52490
C  4.66521  6.50744  -8.99495
O  3.95082  7.33290  -9.86624
C  4.34505  7.18335  -11.20890
H  0.63329  9.88832  -4.05977
H  0.99696  8.29408  -3.23030
H  -0.30571  8.44634  -4.33257
H  0.77026  9.63198  -6.62423
H  0.39030  7.84569  -6.62588
H  3.05016  9.12498  -7.44217
H  2.07114  8.11690  -8.46441
H  5.13732  6.12672  -6.95162
H  5.14703  7.79354  -7.34138
H  4.23191  5.50900  -9.05369
H  5.71009  6.34676  -9.26049
H  5.39876  7.45961  -11.24739
H  3.76623  7.88305  -11.81178
H  4.23189  6.15178  -11.54233
C  2.40041  -2.82818  0.56989
O  1.61261  -1.90316  -0.13776
C  2.27716  -1.14983  -1.19891
C  1.26594  -0.17974  -1.72841
N  0.55975  0.58388  -0.54057
H  0.19328  0.00908  0.20469
H  1.28140  1.13414  -0.09726
C  -0.43191  1.59591  -1.00122
C  -1.15027  2.29577  0.24267
O  -1.46864  1.38118  1.22655
C  -2.22164  1.84943  2.34606
H  2.41427  -3.71435  -0.06463
H  2.04316  -3.09447  1.56465
H  3.37567  -2.34483  0.62786
H  2.69187  -1.75063  -2.00833
H  3.02970  -0.56966  -0.66489
H  0.53266  -0.60395  -2.41431
H  1.75282  0.62463  -2.27981
H  -1.14349  1.04486  -1.61612
H  0.10703  2.32808  -1.60251
H  -1.95797  3.01838  0.12622
H  -0.39643  2.95671  0.67044
H  -2.17174  1.11060  3.14589
H  -3.23766  1.81439  1.95290
H  -2.05352  2.87754  2.66673
C  8.27442  5.56973  -0.86270
O  8.97131  6.47003  -1.78379
O  6.89429  5.70053  -1.22032
C  8.95825  4.12507  -0.78971
F  8.31521  3.38204  0.10554
F  9.07280  3.55698  -1.96084
F  10.20049  4.27298  -0.32470
C  10.38729  6.64640  -1.76940
C  10.85074  7.98279  -2.43603
H  10.80580  8.84394  -1.76932
H  11.86080  7.92759  -2.84203
H  10.19285  8.20584  -3.27599
H  10.80427  5.74135  -2.21112
H  10.73900  6.66961  -0.73796
H  8.44431  6.06746  0.09203
C  -2.95413  2.65221  -8.23991
O  -3.68296  3.49155  -7.27923
O  -1.62662  2.60406  -7.75796
C  -3.76346  1.34421  -8.56892
F  -4.93111  1.62255  -9.11296
F  -3.11846  0.63034  -9.56416
F  -3.93831  0.49989  -7.52582
C  -4.81060  4.17457  -7.68159
C  -5.54700  4.72418  -6.43855
H  -5.82526  3.89599  -5.78680
H  -4.89315  5.37521  -5.85826
H  -6.49342  5.19934  -6.69665
H  -5.61131  3.63079  -8.18284
H  -4.52074  5.01666  -8.31005
H  -2.87984  3.18187  -9.18967
C  -8.18819  -1.46386  9.62210
C  -7.87493  -2.90691  9.17966
C  -8.86468  -3.89974  9.66597
C  -8.65246  -5.40682  9.40208
C  -9.78753  -6.23186  10.06340
C  -9.64057  -7.81512  9.92631
H  -9.08172  -1.04117  9.16272
H  -7.33382  -0.84134  9.35634
H  -8.25247  -1.27279  10.69330
H  -7.88328  -2.93009  8.08994
H  -6.85969  -3.04471  9.55170
H  -9.81529  -3.61755  9.21342
H  -8.94720  -3.84878  10.75165
H  -8.67532  -5.69000  8.34976
H  -7.70385  -5.78832  9.77984
H  -9.73851  -5.99312  11.12580
H  -10.73248  -5.90619  9.62854
H  -10.36479  -8.36048  10.53145
H  -9.74538  -8.12992  8.88802
H  -8.69840  -8.20768  10.30882
C  -13.65905  -1.39631  4.04716
C  -13.78316  0.12574  4.44833
C  -12.78165  1.13745  3.83093
C  -13.09871  1.56160  2.44198
C  -12.25066  2.76547  2.10945
C  -12.64924  3.35773  0.73212
H  -12.66122  -1.79758  4.22442
H  -13.88918  -1.56387  2.99499
H  -14.39062  -1.94572  4.63967
H  -14.77552  0.52521  4.23917
H  -13.81490  0.19827  5.53545
H  -11.75330  0.77840  3.87191
H  -12.76467  1.95990  4.54605
H  -12.94972  0.76083  1.71765
H  -14.15404  1.81253  2.33507
H  -12.21890  3.57233  2.84162
H  -11.22204  2.40627  2.07745
H  -12.89390  2.52443  0.07345
H  -13.54347  3.97540  0.64884
H  -11.77070  3.83029  0.29285
Cl  4.39571  8.20255  6.80912
C  3.38787  7.55848  5.53864
C  1.97616  7.57670  5.96659
Cl  1.65134  6.53812  7.35201
H  3.77437  6.58826  5.22657
H  3.55930  8.22707  4.69501
H  1.31919  7.13881  5.21509
H  1.55882  8.56202  6.17410
Cl  12.59872  -5.75785  2.39244
C  11.93079  -4.61690  1.15159
C  11.61700  -3.19512  1.73186
Cl  10.73729  -3.27069  3.21458
H  11.05732  -4.98828  0.61567
H  12.64540  -4.59658  0.32878
H  11.03301  -2.67873  0.97002
H  12.45408  -2.51425  1.88615
Cl  -3.39796  -4.96566  -0.23971
C  -3.56510  -5.09168  1.59256
C  -4.04912  -3.86011  2.30782
Cl  -5.79077  -3.36039  2.02201
H  -2.60934  -5.43031  1.99250
H  -4.22348  -5.89441  1.92461
H  -3.45940  -3.04829  1.88205
H  -3.79981  -3.82433  3.36833
Cl  5.04706  -12.74565  5.60087
C  5.04224  -12.21955  3.87576
C  6.18048  -11.29905  3.58056
Cl  6.30778  -11.11958  1.80285
H  4.13034  -11.64897  3.69977
H  5.04785  -13.08364  3.21137
H  7.10972  -11.71886  3.96575
H  6.13204  -10.31450  4.04577
C  3.24017  -1.36193  7.63253
N  1.90707  -1.02870  6.94352
O  1.86182  -1.17058  5.71285
O  0.97268  -0.61105  7.67884
H  3.26435  -0.84929  8.59415
H  3.99923  -0.95296  6.96571
H  3.32728  -2.42975  7.83324
C  0.45776  -8.61815  9.06833
N  0.10097  -7.35864  8.37395
O  0.27110  -7.38744  7.15530
O  -0.50484  -6.54196  9.08728
H  1.36407  -8.95785  8.56702
H  -0.38213  -9.26932  8.82615
H  0.61819  -8.36030  10.11517
C  11.36201  -2.07183  -6.26786
N  10.46383  -3.27874  -6.13085
O  9.94853  -3.44870  -5.00981
O  10.20725  -4.02652  -7.07337
H  11.71914  -1.81296  -5.27109
H  10.74891  -1.30138  -6.73544
H  12.17288  -2.40054  -6.91787
C  1.54713  -9.53410  -3.49997
N  0.75780  -10.14421  -2.34251
O  -0.21105  -10.87678  -2.47568
O  1.17757  -9.91409  -1.20444
H  1.15099  -10.09352  -4.34745
H  2.56268  -9.86647  -3.28482
H  1.51735  -8.45591  -3.65717
C  5.02605  -2.31428  -10.61533
N  6.35178  -2.13923  -11.22904
O  7.01399  -1.19114  -10.90548
O  6.74422  -2.93129  -12.04021
H  5.19915  -2.21656  -9.54360
H  4.77439  -3.36352  -10.76976
H  4.32695  -1.59479  -11.04158

Calculated values
- charge = 0
- energy (eV) = -212078.1291
- LUMO level (eV) = -0.88
- frontier orbital gap (eV) = 4.49
- highest occupied orbital energy (eV) = -5.3726


Formula: C45H104F7N8O15S5
Source: OMol25
Level of theory: ωB97M-V/def2-TZVPD

Element x y z (Å)
C  9.12963  16.70217  -3.84418
F  8.01196  16.66710  -4.60525
F  10.03685  17.59702  -4.37301
F  8.77639  17.04202  -2.55305
S  9.96799  14.91172  -3.95013
O  9.72686  14.14117  -2.74016
O  9.26852  14.25113  -5.06509
O  11.36769  15.19747  -4.29614
C  12.32250  17.37632  -10.39444
C  12.43700  17.94766  -8.96416
N  12.71560  16.89010  -7.86761
C  14.22380  16.47818  -8.11512
C  12.53128  17.51273  -6.45998
C  13.49075  18.68902  -6.14361
C  11.93952  15.57981  -7.94991
C  10.38954  15.71696  -7.69032
O  9.85735  16.68425  -8.62334
C  8.57143  17.31218  -8.40034
H  11.34255  16.97095  -10.64586
H  13.09926  16.70668  -10.76378
H  12.39945  18.20448  -11.09940
H  11.56555  18.55656  -8.72431
H  13.26455  18.65239  -8.88428
H  14.50990  15.77954  -7.32930
H  14.87819  17.34942  -8.12808
H  14.35976  16.07569  -9.11866
H  12.55776  16.75992  -5.67219
H  11.50143  17.87013  -6.45796
H  13.51676  18.91248  -5.07699
H  13.40352  19.62319  -6.69781
H  14.54849  18.43570  -6.22342
H  12.47852  15.01335  -7.19092
H  12.11021  15.38273  -9.00815
H  10.22176  15.96410  -6.64219
H  10.08344  14.67768  -7.81463
H  7.65235  16.73876  -8.27363
H  8.30477  17.88360  -9.28919
H  8.74673  17.90864  -7.50492
C  5.89734  15.96564  -2.08899
C  4.59071  16.65317  -1.56154
N  4.34119  16.39134  -0.00768
C  5.42763  17.16396  0.72307
C  3.02494  17.09417  0.35710
C  1.80655  16.28440  -0.05007
C  4.30886  14.91152  0.37080
C  3.83954  14.67779  1.82176
O  4.68755  15.31796  2.72123
C  4.68800  14.88366  4.08005
H  6.76159  16.27464  -1.50165
H  5.99436  16.06897  -3.16946
H  5.79722  14.88502  -1.98272
H  3.77941  16.22975  -2.15335
H  4.73993  17.71071  -1.77769
H  6.44360  16.77246  0.68364
H  5.07266  17.30560  1.74335
H  5.40639  18.18998  0.35542
H  3.07183  18.03661  -0.18872
H  3.01800  17.44506  1.38902
H  0.83335  16.72035  0.17544
H  1.84614  15.24138  0.26170
H  1.75188  16.39499  -1.13351
H  5.34530  14.62896  0.18731
H  3.69480  14.38081  -0.35654
H  4.19377  13.66827  2.03563
H  2.81602  14.77242  2.18486
H  3.69902  15.11917  4.47352
H  5.52741  15.30045  4.63589
H  4.84238  13.80922  4.18620
C  11.84202  14.58697  -0.28477
C  12.46993  13.42430  0.43613
O  13.29877  12.68543  -0.12041
N  11.92745  13.13051  1.84626
H  12.51567  13.68751  2.45145
H  10.93576  13.28922  1.95990
C  12.19136  11.61148  2.21297
H  12.23383  14.60110  -1.30160
H  12.15159  15.54472  0.13425
H  10.76660  14.40892  -0.27137
H  11.81408  10.98327  1.40639
H  11.70120  11.19416  3.09256
H  13.24440  11.38606  2.37938
C  6.94638  19.49110  -3.44323
C  6.96419  20.98180  -3.24176
O  7.13907  21.74257  -4.20880
N  6.76087  21.60700  -1.82524
H  5.80153  21.46642  -1.53878
H  7.30065  21.10433  -1.13149
C  7.02869  23.14316  -1.81156
H  6.23808  19.16967  -2.67934
H  7.98060  19.22021  -3.22802
H  6.81154  19.08271  -4.44431
H  7.94537  23.17825  -2.39964
H  7.00052  23.32944  -0.73833
H  6.24041  23.69254  -2.32544
C  16.11740  13.42978  -4.51074
C  15.12827  12.82884  -5.44159
C  14.24728  11.66823  -5.05732
C  13.09485  12.11082  -4.13376
N  12.16899  10.94454  -3.70633
C  11.09424  11.40409  -2.79804
C  10.79895  10.24521  -1.84909
C  12.09840  9.68656  -1.50986
C  13.02760  9.98154  -2.72887
C  11.62517  9.98048  -4.85727
C  10.90601  10.72065  -6.04278
C  10.28531  9.80210  -7.11492
H  16.98739  12.89195  -4.13228
H  15.72777  13.67725  -3.52252
H  16.63313  14.30724  -4.90093
H  15.74996  12.58360  -6.30325
H  14.48692  13.60254  -5.86525
H  14.95134  10.98085  -4.58790
H  13.71810  11.26675  -5.92152
H  12.38460  12.78349  -4.61481
H  13.41560  12.52946  -3.17996
H  10.30698  11.79474  -3.44278
H  11.37622  12.25828  -2.18238
H  10.22185  9.49372  -2.38912
H  10.08456  10.44700  -1.05081
H  11.97181  8.62519  -1.29694
H  12.47516  10.20151  -0.62616
H  13.38771  9.11519  -3.28257
H  13.82040  10.53002  -2.22070
H  10.84097  9.32101  -4.48530
H  12.44121  9.30402  -5.11039
H  11.38937  11.59249  -6.48473
H  10.09992  11.32621  -5.62623
H  9.67464  10.28342  -7.87869
H  9.62036  9.10020  -6.61147
H  11.10939  9.33239  -7.65191
C  4.23224  18.35950  -6.68802
C  4.42009  17.09039  -5.83444
C  5.10470  15.96788  -6.51788
C  5.24897  14.70156  -5.60312
N  5.42968  13.34112  -6.27827
C  6.64949  13.39244  -7.19587
C  6.16920  13.44955  -8.61889
C  4.87795  12.76854  -8.62355
C  4.24594  12.92467  -7.16730
C  5.69532  12.10261  -5.27171
C  7.03788  12.18040  -4.42165
C  7.19487  11.09420  -3.26229
H  4.98713  19.11447  -6.46754
H  3.23609  18.75111  -6.48337
H  4.40729  18.23704  -7.75698
H  3.48759  16.61863  -5.52276
H  4.90598  17.35529  -4.89478
H  6.07340  16.27611  -6.91134
H  4.44029  15.67153  -7.32999
H  4.31155  14.65335  -5.04866
H  6.12501  14.72331  -4.95510
H  7.24977  12.48835  -7.09522
H  7.32029  14.22251  -6.97440
H  6.95027  13.18393  -9.33102
H  5.90000  14.46471  -8.91286
H  4.95776  11.68132  -8.66693
H  4.21164  12.78079  -9.48612
H  3.89980  11.99073  -6.72518
H  3.40435  13.59999  -7.01353
H  5.69893  11.22887  -5.92308
H  4.85578  11.99934  -4.58404
H  7.20668  13.20342  -4.08579
H  7.79220  12.04350  -5.19659
H  7.17260  10.10820  -3.72680
H  6.29793  11.23741  -2.65968
H  8.10590  11.09004  -2.66447
N  11.67097  21.40738  -6.93772
S  11.13613  21.45924  -5.54318
O  10.69415  20.19575  -4.85654
O  10.49712  22.71804  -5.12727
F  12.52543  21.75153  -4.89791
S  10.15746  21.39877  -7.68662
O  9.66935  22.72598  -8.06599
O  9.33882  20.23267  -7.35912
F  10.81513  20.98015  -9.11722
N  8.06655  20.31123  0.29028
S  9.43633  19.61495  0.30716
O  9.44793  18.19296  0.06796
O  10.43938  20.15969  1.28071
F  9.98554  20.18780  -1.15811
S  7.74977  20.03727  1.91461
O  8.19751  21.02447  2.89032
O  7.65157  18.62302  2.34426
F  6.16565  20.34000  1.81316

Calculated values
- charge = +3
- energy (eV) = -164148.6904
- LUMO level (eV) = -7.06
- frontier orbital gap (eV) = 6.16
- highest occupied orbital energy (eV) = -13.2267


> What is the energy in the second record?

-164148.6904 eV


> The lowest energy belongs to which entry?

C45H103Cl8F6N7O18


> What is the formula in the first record?

C45H103Cl8F6N7O18


> energy of number 1 (C45H103Cl8F6N7O18)?

-212078.1291 eV